(1)
Density functional theory data (ωB97M-V with the def2-TZVPD basis set) for 8 unconnected molecules or ions with the total composition C32H56N8.

Values from the calculation:
Net charge: 0
Structure (SMILES): CCCC#N.CCCC#N.CCCC#N.CCCC#N.CCCC#N.CCCC#N.CCCC#N.CCCC#N
Orbital gap (Ha): 0.419
HOMO level (eV): -11.23

Each line ends with the Mulliken charge.
Positions of all 96 atoms, in Å:
C (3.758, 7.237, 6.727)  -0.56
H (-3.061, -2.564, 4.458)  0.32
H (-0.124, 2.677, 0.572)  0.30
C (3.069, 6.029, 7.380)  -0.43
C (-4.920, -8.880, -1.005)  0.32
C (1.735, -7.623, -5.884)  -0.39
C (-4.868, -7.624, -1.755)  -0.45
H (9.024, -4.678, -1.815)  0.35
C (-4.001, -5.145, 6.585)  -0.49
C (0.853, 0.756, 0.016)  -0.41
H (1.582, 2.654, 0.645)  0.30
H (0.493, 9.249, -4.356)  0.25
C (1.693, -5.308, -6.383)  -1.26
C (-7.372, 3.462, 4.657)  -0.45
H (-2.050, -3.538, 5.618)  0.35
H (-5.376, 3.771, 4.170)  0.30
H (9.209, -1.508, -1.647)  0.32
N (8.415, -5.275, -4.920)  -0.40
H (-6.311, -8.556, -4.777)  0.31
H (0.419, 12.995, -3.280)  0.32
N (0.973, -10.069, -6.541)  -0.42
N (4.149, 3.933, 6.336)  -0.42
C (0.768, 2.973, -1.335)  -1.06
H (-3.023, -2.263, 6.136)  0.33
H (4.822, 7.246, 6.961)  0.31
H (-0.041, 2.479, -1.873)  0.32
C (9.555, -3.744, -2.002)  -0.48
H (-5.763, 2.999, 1.577)  0.33
H (3.396, 8.129, 7.239)  0.34
C (3.679, 4.867, 6.824)  0.30
C (0.686, 10.928, -5.566)  0.28
H (-4.186, -4.503, 4.547)  0.28
H (10.588, -3.065, -3.998)  0.33
H (7.787, -2.269, -2.284)  0.34
C (-8.611, 2.768, 4.528)  0.26
H (-5.752, -6.526, -3.365)  0.29
C (10.160, -3.904, -3.449)  -0.36
H (-5.169, -3.489, 5.660)  0.33
H (11.023, -4.568, -3.400)  0.24
C (0.749, 2.332, 0.020)  -0.40
C (0.503, 10.850, -3.052)  -0.54
C (8.680, -2.461, -1.689)  -1.15
C (1.039, 10.193, -4.370)  -0.46
H (-0.582, 10.959, -3.042)  0.30
H (-6.459, 4.477, 1.893)  0.31
H (1.343, -7.485, -4.877)  0.28
C (1.206, -6.661, -6.856)  -0.24
C (-5.590, -8.562, -3.959)  -1.16
C (-5.843, -7.504, -2.893)  -0.39
H (-3.706, -4.557, 7.454)  0.23
N (-2.059, -6.759, 5.968)  -0.36
H (8.227, -2.507, -0.699)  0.35
H (0.390, 3.992, -1.259)  0.30
H (-6.947, 3.216, 5.630)  0.28
H (0.756, 10.135, -2.269)  0.33
H (2.752, -5.235, -6.631)  0.34
C (-6.182, 3.208, 3.701)  -0.33
C (9.180, -4.676, -4.289)  0.19
H (1.789, -5.143, -5.310)  0.35
H (-7.391, 2.910, 1.932)  0.31
H (1.526, -6.766, -7.893)  0.28
H (2.528, 7.143, 4.897)  0.29
H (1.050, 12.539, -1.680)  0.34
H (-4.954, -5.626, 6.809)  0.30
H (3.702, 8.402, 4.879)  0.33
N (-0.912, -0.549, -1.402)  -0.42
N (0.394, 11.545, -6.477)  -0.39
H (2.136, 12.446, -3.009)  0.30
C (-0.132, 0.016, -0.769)  0.22
H (-7.671, 4.505, 4.762)  0.27
C (1.086, 12.318, -2.746)  -1.07
N (-9.639, 2.196, 4.453)  -0.44
H (3.174, 6.066, 8.465)  0.27
H (1.985, 6.070, 7.265)  0.27
H (-5.628, -9.542, -3.482)  0.35
H (1.788, 0.520, -0.493)  0.23
H (-6.814, -7.648, -2.420)  0.29
C (-6.496, 3.447, 2.248)  -1.12
H (4.239, 6.706, 4.605)  0.34
N (-4.933, -9.968, -0.518)  -0.44
H (-5.070, -6.781, -1.095)  0.27
C (-3.019, -3.081, 5.416)  -1.16
C (-4.235, -4.035, 5.530)  -0.41
H (1.704, 2.876, -1.885)  0.31
H (2.811, -7.496, -5.773)  0.31
H (0.871, 0.375, 1.037)  0.31
H (-4.649, -8.431, -4.492)  0.31
H (-5.763, 2.205, 3.787)  0.28
H (-3.876, -7.423, -2.161)  0.29
H (2.015, 9.711, -4.428)  0.34
C (3.564, 7.357, 5.159)  -1.04
H (0.121, -6.760, -6.893)  0.31
H (10.300, -3.596, -1.221)  0.28
C (-2.878, -6.060, 6.242)  0.27
C (1.388, -9.016, -6.282)  0.11
H (1.218, -4.439, -6.837)  0.33

(2)
Density functional theory data (ωB97M-V with the def2-TZVPD basis set) for 9 unconnected molecules or ions with the total composition C32H57Cl16FN3O3S3.

Values from the calculation:
Net charge: 0
Orbital gap (alpha / beta) (Ha): 0.278 / 0.290
HOMO level (alpha / beta) (eV): -8.33 / -8.66
Multiplicity: 2

Each line ends with the Mulliken charge.
Positions of all 115 atoms, in Å:
C (2.055, -2.462, -3.058)  -0.35
C (-0.318, 1.843, 4.724)  -1.13
Cl (6.788, 2.262, -7.057)  -0.19
H (5.521, 3.974, 8.046)  0.32
C (1.231, -0.516, 2.646)  1.95
C (-0.043, 3.405, -3.864)  -0.27
Cl (-1.318, 1.489, -2.417)  -0.11
H (-5.105, 1.199, -4.943)  0.33
H (-2.683, 2.786, 3.780)  0.44
H (-0.024, -7.298, -2.868)  0.29
H (3.524, -2.210, 5.931)  0.38
H (-0.061, 4.432, -4.225)  0.46
C (-0.302, -6.497, -3.552)  -0.49
H (1.860, 1.537, 2.999)  0.49
C (-5.147, 0.243, -5.459)  -0.08
H (2.969, 1.117, 4.739)  0.16
C (-1.159, 3.201, -2.880)  -0.58
C (-0.174, -0.271, 3.173)  -3.12
H (0.223, -1.164, 6.093)  0.86
Cl (3.358, 2.161, 8.700)  -0.18
C (1.045, -1.368, 1.366)  -1.50
Cl (-4.081, 0.343, -6.890)  -0.20
H (-4.150, -3.112, -0.593)  -0.13
H (0.011, 2.294, 2.607)  0.14
H (-0.140, 2.737, -4.715)  -0.10
C (0.830, -6.250, -4.515)  -0.47
C (-0.250, 3.614, -8.081)  -0.50
H (1.705, -5.865, -3.998)  0.29
H (0.945, 0.386, 6.343)  0.36
H (4.758, 2.784, -4.019)  0.22
Cl (-7.385, 1.179, -6.720)  -0.20
H (-0.722, 0.324, 2.448)  0.19
H (1.362, -2.391, 1.522)  0.25
H (1.649, -0.964, 0.560)  0.23
C (-1.930, 3.021, 3.038)  -0.95
C (-6.265, -3.514, -0.620)  -0.50
C (-3.585, -1.276, 2.504)  -0.31
Cl (-0.651, -5.057, -2.565)  -0.11
C (-0.967, 2.318, -7.803)  -0.34
O (-2.943, 0.569, 4.626)  -0.57
Cl (1.056, 3.935, -6.906)  -0.14
Cl (0.073, 0.902, -8.097)  -0.18
H (-2.010, 4.082, 2.836)  0.53
H (2.157, -3.020, -3.988)  0.32
Cl (3.105, -3.254, -1.849)  -0.21
C (5.262, 2.199, -4.788)  -0.37
H (-1.318, 2.266, -6.776)  0.16
S (-2.291, 2.246, 1.428)  -0.12
O (-2.033, -1.677, 5.134)  -0.64
H (-2.102, 3.497, -3.337)  0.37
H (-4.198, -1.076, 3.358)  0.80
C (-2.441, -0.825, 0.667)  -0.49
Cl (0.392, -5.079, -5.787)  -0.18
C (0.711, -0.346, 5.578)  -2.86
H (1.854, -0.614, -4.109)  0.28
Cl (4.065, 1.041, -5.421)  -0.16
H (0.016, -1.315, 1.027)  0.29
Cl (5.238, 2.887, 5.976)  -0.15
S (-5.101, 1.533, 2.015)  -0.18
Cl (1.569, 3.136, -3.146)  -0.14
N (-3.228, -0.261, 1.637)  0.57
H (-4.726, -0.520, -4.810)  -0.10
C (1.975, 0.754, 2.254)  -2.62
H (-1.826, 2.226, -8.465)  0.36
N (-2.267, -2.099, 0.869)  -0.34
H (3.489, -0.918, -3.519)  0.35
O (3.125, -1.724, 3.186)  -0.66
H (-2.030, -0.281, -0.158)  0.63
H (-1.126, 2.103, 5.402)  0.61
H (1.570, 1.149, 1.328)  0.61
H (-7.069, -3.684, -1.331)  0.40
H (-7.130, -0.296, -4.910)  0.29
Cl (-6.712, -2.082, 0.350)  -0.16
C (5.115, 1.909, 8.516)  -0.53
H (-1.009, 3.782, -1.974)  0.31
H (-1.215, -6.777, -4.070)  0.32
C (-4.928, -3.374, -1.298)  -0.15
H (6.841, 2.852, 7.690)  0.30
C (5.783, 3.120, -5.859)  -0.43
C (2.057, -0.863, 5.031)  2.17
C (2.450, -2.088, 5.877)  -1.96
C (-6.560, -0.123, -5.821)  -0.37
C (-2.968, -2.378, 2.027)  -1.37
H (6.064, 1.630, -4.327)  0.35
H (0.584, 2.171, 5.229)  0.61
H (-0.011, 3.642, 3.687)  0.59
F (-1.783, 0.142, 6.666)  -0.31
H (2.041, -2.979, 5.409)  0.46
H (3.037, 0.561, 2.155)  0.41
H (-6.216, -4.361, 0.063)  0.29
S (-1.911, -0.261, 5.159)  1.28
C (-0.498, 2.695, 3.472)  -0.92
C (3.156, 0.176, 5.243)  -1.67
H (5.264, 0.925, 8.079)  0.33
H (2.009, -2.032, 6.866)  0.42
Cl (-4.896, -2.125, -2.576)  -0.13
H (4.969, 3.603, -6.393)  0.25
H (-0.642, -1.255, 3.182)  0.61
H (6.411, 3.884, -5.405)  0.34
H (-6.592, -1.021, -6.432)  0.34
N (1.991, -1.332, 3.621)  0.65
H (1.029, -2.553, -2.712)  0.16
H (5.545, 1.919, 9.516)  0.38
C (5.760, 2.981, 7.677)  -0.45
C (2.436, -1.024, -3.286)  -0.45
Cl (2.093, -0.024, -1.852)  -0.05
H (1.097, -7.180, -5.014)  0.35
C (-3.585, 1.083, 1.727)  0.14
H (-2.999, -3.354, 2.473)  0.51
C (-0.296, 0.288, 4.587)  3.45
H (0.193, 3.615, -9.073)  0.37
H (3.203, 0.353, 6.314)  0.40
H (4.115, -0.234, 4.954)  0.48
H (-0.954, 4.441, -8.008)  0.31
H (-4.661, -4.317, -1.773)  0.34

(3)
Density functional theory data (ωB97M-V with the def2-TZVPD basis set) for a molecular structure, C32H57NO17PS2Si.

Values from the calculation:
Net charge: -1
Orbital gap (Ha): 0.260
HOMO level (eV): -5.13

Each line ends with the Mulliken charge.
Positions of all 111 atoms, in Å:
H (6.459, -2.350, -5.618)  0.33
C (7.408, -2.747, -3.675)  -0.53
H (-1.787, -0.378, 4.953)  0.37
H (-2.548, 0.516, 2.952)  0.51
H (2.157, 1.040, -0.606)  0.08
C (-7.509, -1.369, 1.469)  0.30
H (5.801, 0.078, 1.822)  0.29
O (-8.048, -1.123, 3.850)  -0.58
H (3.800, -0.438, 4.067)  0.26
C (-8.970, 0.410, 0.924)  -0.50
H (-1.157, -1.675, -3.102)  0.36
H (0.845, 5.362, 0.659)  0.34
O (5.104, -2.490, -4.078)  -0.32
H (-1.180, -2.753, 1.055)  0.21
H (0.371, 0.428, 0.722)  -0.04
C (5.089, -0.594, 2.303)  -0.68
H (-6.860, 0.421, 0.474)  0.14
C (5.230, -2.534, -2.735)  0.43
H (4.740, 1.037, 3.739)  0.33
H (3.570, -1.997, 1.586)  0.30
C (-8.152, -0.773, 2.706)  0.60
H (-6.460, -1.600, 1.648)  -0.43
O (4.845, 4.388, 2.416)  -0.60
H (0.492, 2.511, -6.767)  0.23
O (-8.943, 0.265, 2.358)  -0.40
H (-2.331, -1.925, 4.333)  -0.03
H (-9.014, 1.470, 0.687)  0.35
O (-4.076, -4.527, 3.113)  -0.58
C (6.309, -2.938, -4.716)  -0.48
H (0.578, 4.685, -5.640)  0.39
C (6.641, -2.974, -2.373)  -0.42
H (0.422, -1.540, -0.458)  -0.59
H (7.776, -1.721, -3.712)  0.28
C (-2.002, -0.408, 2.795)  0.71
C (1.257, 1.582, -0.893)  -0.17
H (2.157, -0.171, -4.799)  0.33
H (2.213, 3.561, 1.629)  -0.35
H (-1.114, -0.164, 2.217)  -0.90
O (3.052, -0.027, 1.260)  -0.05
C (-4.558, -4.182, 4.149)  0.59
C (4.225, 0.195, 3.286)  -0.64
H (0.285, 2.150, 0.942)  0.68
C (-2.088, -2.998, 1.608)  -1.11
H (-0.422, -0.982, -4.604)  0.44
H (-5.011, -4.705, 6.912)  0.30
H (2.148, 4.815, -7.539)  0.23
H (-2.685, -3.728, 1.077)  0.35
C (1.880, 5.596, 0.902)  -0.52
O (2.493, 2.124, -6.435)  -0.31
H (0.904, 2.021, -5.109)  -0.10
C (4.054, -1.065, 1.287)  -0.13
C (0.205, 1.361, 0.196)  -0.29
P (-3.119, -1.501, 1.825)  0.24
C (3.094, 0.687, 2.407)  0.31
H (-6.780, -3.083, 6.363)  0.39
C (1.475, 4.073, -5.593)  -0.51
C (1.221, 2.617, -5.961)  0.06
H (1.323, 6.001, 2.974)  0.25
H (3.329, -0.538, -3.486)  0.08
O (-1.648, 2.277, -1.448)  -0.71
C (2.563, 4.462, -6.593)  -0.40
O (-4.306, 0.066, -0.362)  -0.63
H (6.180, -3.986, -4.994)  0.26
H (8.254, -3.415, -3.822)  0.34
H (4.451, -1.185, 0.283)  0.04
S (-3.155, -0.792, -0.225)  0.93
C (-5.869, -3.045, 5.771)  -0.51
H (1.522, 2.639, -0.921)  0.08
C (2.759, 4.371, 1.145)  0.46
C (-4.698, -3.790, 6.403)  -0.50
H (1.868, 4.128, -4.577)  0.19
O (2.309, 1.556, 2.647)  -0.57
H (-4.123, -3.181, 7.097)  0.34
Si (0.960, -0.426, -2.626)  0.80
H (-1.845, -3.404, 2.584)  0.47
O (0.865, 1.192, -2.199)  -0.66
N (-1.764, -0.119, -0.635)  -0.20
H (-9.879, -0.074, 0.554)  0.24
H (7.019, -2.387, -1.541)  0.28
C (3.270, 3.143, -6.850)  0.48
O (4.342, 2.972, -7.357)  -0.62
H (1.295, -2.584, -1.557)  0.59
H (2.291, 6.194, 0.086)  0.27
H (2.188, -1.311, -0.696)  -0.38
H (-1.286, 0.025, -3.450)  0.28
H (2.278, -1.777, -4.127)  0.24
C (1.245, -1.566, -1.168)  0.36
H (-8.049, -2.284, 1.212)  0.28
O (-3.235, -2.047, -0.945)  -0.71
H (1.943, 7.424, 2.118)  0.35
C (-0.621, -0.837, -3.541)  -1.33
C (-1.660, -1.088, 4.138)  -1.00
H (-5.605, -1.998, 5.627)  0.25
H (-7.773, -0.626, -0.594)  0.40
C (-7.699, -0.267, 0.429)  -0.43
H (-0.639, -1.460, 4.123)  0.30
H (5.646, -1.413, 2.753)  0.40
H (-6.623, -4.615, 4.444)  0.36
H (-6.315, -3.056, 3.635)  -0.56
H (3.236, 4.000, 0.242)  0.39
O (4.330, -2.282, -1.989)  -0.46
O (-3.843, -4.155, 5.306)  -0.41
C (2.032, 6.345, 2.220)  -0.45
H (3.264, 5.198, -6.209)  0.31
C (-5.980, -3.734, 4.413)  0.34
O (3.363, 6.040, 2.680)  -0.38
O (-2.213, 1.906, 0.884)  -0.70
S (-1.520, 1.427, -0.295)  1.06
C (2.332, -0.716, -3.871)  -0.83
H (6.607, -4.027, -2.090)  0.29
C (3.797, 4.884, 2.119)  0.29

Energy, respectively: -1690.768212; -10300.946472; -4014.793481 Eh.